Record 1
A single C15H14ClN3O molecule, computed with wB97M-V/def2-TZVPD.

Structure (XYZ):
```
34
Properties=species:S:1:pos:R:3:forces:R:3:lowdin_charge:R:1
O 0.203 0.296 1.634 -0.2430 -0.6165 -0.1919 0.0405
Cl -1.688 -1.125 -3.557 -0.0972 -0.0311 0.4028 0.6481
C -3.877 -2.686 3.790 0.1031 -0.2604 -0.5999 0.1117
C -3.595 -2.979 2.657 -0.1436 0.5238 0.7497 -0.1618
N -1.377 -1.613 -0.927 0.5990 0.5498 -0.3295 0.1007
C -0.261 0.004 0.530 0.7978 1.0258 1.9243 -0.3270
C -0.863 -1.350 0.255 -1.3801 -0.6654 -1.0191 -0.1915
C -1.256 -0.668 -1.939 1.0112 1.7367 1.8360 -0.7044
C -0.776 0.625 -1.709 -0.5136 -2.8246 -0.0080 -0.0731
C 4.399 2.571 -1.351 0.6609 -0.0749 -0.8089 -0.0931
C 3.400 2.790 -2.294 0.8465 -0.3344 -0.2583 -0.0934
C 4.085 2.298 -0.044 -1.5618 -0.0197 -0.1905 -0.0867
C 2.084 2.668 -1.945 -1.1792 0.2597 0.6405 -0.0577
C 2.751 2.200 0.353 -1.3377 0.5971 -0.6821 -0.0095
C 1.716 2.406 -0.612 1.0866 -0.0549 0.0149 -0.1820
N -0.272 0.985 -0.451 -1.5837 -1.8996 -1.7161 -0.0007
N -0.993 -2.326 1.266 1.0283 1.6994 -1.2385 0.0557
C 0.239 2.345 -0.265 0.8329 -0.1750 0.9104 -0.0868
C -3.263 -3.240 1.262 -0.6644 -0.8032 -0.1478 -0.2083
C -1.769 -3.537 1.069 -0.6398 0.1314 -0.3013 -0.1979
H -4.181 -2.452 4.780 0.0553 0.0111 0.0904 0.0200
H -0.718 1.269 -2.554 0.1694 0.7671 -0.0944 0.0959
H 5.448 2.552 -1.674 -0.4516 0.2639 0.1915 0.1108
H 3.676 3.002 -3.317 -0.0121 0.0356 -0.0701 0.1034
H 4.838 2.181 0.673 1.0513 -0.2614 0.9221 0.0867
H 1.296 2.842 -2.692 0.3651 -0.0886 0.3133 0.1131
H 2.474 2.041 1.404 0.1605 -0.0787 -0.5237 0.1158
H -0.941 -1.953 2.202 0.1761 -0.0366 0.0578 0.1285
H 0.159 2.608 0.796 -0.3769 -0.1409 -0.2584 0.1280
H -0.360 3.035 -0.877 0.2076 -0.3511 0.1911 0.1349
H -3.859 -4.128 0.958 0.3097 0.5117 -0.0734 0.1263
H -3.587 -2.381 0.672 0.1034 -0.1482 -0.1967 0.1130
H -1.524 -4.279 1.830 0.4626 0.1401 -0.0309 0.1185
H -1.612 -4.001 0.076 0.1575 0.6118 0.4946 0.1227
```
Forces are in eV/Å.

Values from the calculation:
SMILES string: C#CCCNc1nc(Cl)cn(Cc2ccccc2)c1=O
DFT total energy, eV: -34820.5231
Orbital gap, eV: 8.27
Charge: 0
Relative energy (zero: lowest compared OMol25 entry of this formula, charge and spin), eV: 0.000

---

Record 2
A molecular structure, C17H21F2N2, computed with wB97M-V/def2-TZVPD.

Structure (XYZ):
```
42
Properties=species:S:1:pos:R:3:forces:R:3:lowdin_charge:R:1
C 5.159 2.554 0.134 0.3087 -0.0537 -0.0959 -0.0149
C 3.941 1.733 -0.083 -0.9518 -0.2982 0.4591 -0.1920
C 2.764 2.282 -0.600 -0.1776 0.3715 -0.4795 -0.1804
F 2.829 3.577 -1.057 -0.2705 -1.3417 0.3090 0.0679
C 1.547 1.601 -0.653 -0.4393 0.1019 0.6466 0.0702
C 1.450 0.343 0.032 1.1906 -0.6029 -1.0662 -0.1915
C 0.206 -0.284 0.520 -0.9989 -0.5207 0.5142 -0.0013
C -1.066 0.435 0.219 -1.5326 0.4538 -0.2172 -0.1932
C -1.202 1.818 0.519 0.5882 -0.2121 0.6396 0.0413
C -2.459 2.407 0.552 0.3548 0.4362 0.2490 -0.1916
F -2.586 3.685 1.044 0.3855 -1.1368 -0.6859 0.0648
C -3.616 1.760 0.137 0.5987 -0.1484 -0.1617 -0.2082
C -4.899 2.514 0.117 -0.4247 -0.0514 0.0293 -0.0221
C -3.464 0.433 -0.274 0.0117 0.3338 -0.0629 -0.0087
C -2.229 -0.218 -0.231 0.1162 -0.3510 0.3192 -0.0255
C 2.673 -0.326 0.277 0.0496 0.8198 0.9887 -0.0259
C 3.865 0.393 0.312 0.2873 -0.3860 -0.7055 -0.0068
H 5.999 1.883 0.336 -0.0010 0.3029 -0.1117 0.0894
H 5.351 3.170 -0.749 0.1598 -0.0060 0.2480 0.0970
H 5.028 3.209 1.008 -0.0022 -0.0861 -0.3033 0.1094
H 0.668 2.105 -1.102 0.7554 -0.3849 0.5173 0.1402
H 0.244 -0.739 1.537 0.1449 0.9244 -0.6959 0.1594
H -0.316 2.406 0.805 -0.7265 -0.2745 0.1377 0.1328
H -5.724 1.807 -0.027 0.0518 0.3269 0.0914 0.0874
H -5.013 3.052 1.071 -0.1718 -0.1219 -0.4584 0.0973
H -4.911 3.243 -0.713 0.0045 -0.2519 0.4400 0.1065
H -4.360 -0.088 -0.617 0.3680 0.0085 0.0596 0.1250
H -2.205 -1.277 -0.506 0.0439 0.4165 0.2041 0.0932
H 2.702 -1.376 0.575 0.0153 0.3974 0.2675 0.1063
H 4.793 -0.106 0.612 -0.4035 0.1494 -0.0576 0.1297
C -0.414 -4.064 0.947 0.2684 -0.6623 0.4185 -0.0625
N -0.641 -3.206 -0.163 -0.9080 1.4031 0.8327 -0.3266
C -1.036 -3.802 -1.408 0.2196 -0.5589 -0.6116 -0.0579
N 0.181 -2.080 -0.169 1.1518 1.6852 -2.2170 0.0979
H -1.198 -4.828 0.869 0.3641 0.1050 0.5365 0.0979
H 0.581 -4.563 0.890 -0.3395 0.1123 0.1390 0.1038
H -0.498 -3.514 1.896 -0.0554 -0.2791 -0.2620 0.1002
H -1.729 -4.603 -1.081 0.2455 0.4754 -0.6903 0.1017
H -1.572 -3.082 -2.058 0.2874 -0.4253 0.3411 0.0956
H -0.185 -4.278 -1.969 -0.6160 0.3994 0.3352 0.1075
H 0.211 -1.697 -1.146 0.4981 -0.8563 0.9741 0.1712
H 1.129 -2.278 0.201 -0.4505 -0.2134 -0.8148 0.1156
```
Forces are in eV/Å.

Values from the calculation:
DFT total energy, eV: -26375.7048
Orbital gap, eV: 7.99
Charge: +1

---

Record 3
A single C2H3ClS molecule, computed with wB97M-V/def2-TZVPD.

Structure (XYZ):
```
7
Properties=species:S:1:pos:R:3:forces:R:3:lowdin_charge:R:1
C -1.376 -0.641 0.553 2.7757 1.2841 -1.0051 -0.3719
C 1.293 0.337 -0.745 -2.7282 1.1349 1.0997 -0.7707
S -0.555 0.453 -0.398 0.9208 -0.0903 -0.7865 0.7905
Cl 1.767 2.054 -0.906 0.1457 -0.7071 -0.2042 0.3986
H -0.704 -1.145 1.190 -0.0315 -1.0378 1.0041 -0.0120
H -2.356 -0.927 0.312 -1.1098 -0.2274 -0.1682 -0.0119
H 1.932 -0.130 -0.007 0.0273 -0.3565 0.0603 -0.0226
```
Forces are in eV/Å.

Values from the calculation:
DFT total energy, eV: -25476.5499
Orbital gap (spin up / spin down), eV: 7.27 / 8.09
Charge: 0
Relative energy (zero: lowest compared OMol25 entry of this formula, charge and spin), eV: 3.017

---

no.,strongest force on any atom (eV Å⁻¹)
1,3.010
2,3.014
3,3.219